# 1
Formula: C54H42AsN3O7P2Pt
Source: the OMol25 dataset
Level of theory: ωB97M-V/def2-TZVPD

Last column: Löwdin charge in e.
Atoms and positions in Å:
H 8.50 -3.70 -2.04  0.10
H 3.45 4.12 -2.41  0.09
C 1.26 3.06 -0.05  -0.29
C -3.26 -0.54 3.07  0.10
C -2.08 -0.76 2.39  -0.16
C 3.46 -4.48 1.42  -0.07
C 5.66 -1.35 -3.26  -0.42
O 1.26 -1.76 4.77  0.10
H -2.34 1.95 -5.11  0.11
H 7.18 3.06 -1.31  0.11
H 9.02 -1.78 -3.51  0.10
C -0.59 5.45 0.54  -0.07
C 3.09 -5.28 0.36  -0.08
C -0.46 -0.20 -1.51  -0.30
C 6.54 2.93 -2.18  -0.09
N 0.15 -1.95 5.21  -0.34
C 2.45 -4.72 -0.74  -0.07
C 7.99 -1.97 -3.20  -0.09
C -1.70 3.30 -2.07  -0.07
As 4.26 -0.18 -3.98  1.31
H 6.14 -4.13 -1.37  0.10
C 3.84 4.07 -0.30  -0.07
H -2.57 4.10 -3.88  0.11
H 2.13 -5.34 -1.56  0.11
C 3.23 -3.11 1.39  -0.07
P 2.25 -0.74 0.21  0.95
C 5.92 1.71 -2.40  -0.12
C -1.12 2.23 -1.42  -0.22
N -4.53 -0.58 5.17  -0.36
H 6.85 4.93 -2.90  0.10
C -1.45 0.92 -3.44  -0.16
H 4.88 1.37 4.80  0.11
H 1.65 3.04 2.06  0.11
C -2.47 4.16 1.32  -0.07
O 0.17 -1.48 2.33  -0.14
H 1.15 3.23 -2.19  0.11
O -4.52 -0.82 6.36  0.08
C -2.00 2.05 -4.08  -0.03
C 5.54 3.81 -4.18  -0.10
H 6.10 0.90 -1.71  0.10
C -1.21 6.61 0.98  -0.08
C 6.39 -3.29 -2.00  -0.08
C 5.38 -2.44 -2.44  -0.11
H 5.05 -0.72 1.08  0.11
C -1.40 -0.30 -4.17  -0.04
C 2.06 3.26 1.08  -0.09
H -0.16 -2.28 -1.77  0.07
C 3.08 -0.06 1.68  -0.34
C 3.05 3.88 -1.43  -0.07
H 1.30 0.77 2.55  0.07
C 4.92 2.58 -4.40  -0.14
H 3.96 3.90 1.83  0.11
H 5.40 4.62 -4.88  0.10
C 4.38 0.98 3.92  -0.07
H -1.77 -0.31 -5.19  0.11
C 3.34 3.75 0.95  -0.06
H 1.67 -2.94 -1.61  0.07
C -2.17 -1.29 5.10  0.10
H -4.06 5.27 2.21  0.11
C -2.46 6.55 1.57  -0.08
H 3.28 -6.35 0.39  0.10
C 5.10 1.52 -3.51  -0.41
C -0.94 -1.43 -3.57  -0.07
H 2.44 1.64 4.54  0.11
H 2.62 -1.46 -2.67  0.03
H 4.36 -2.66 -2.14  0.07
O -0.70 1.68 1.37  -0.38
H -4.13 -0.16 2.56  0.14
H -0.72 7.57 0.85  0.10
C 1.77 3.37 -1.31  -0.07
H 3.33 1.01 -1.00  0.07
O -0.09 -2.48 6.28  0.07
C 2.61 -2.53 0.28  -0.32
C 4.47 -0.19 1.83  -0.10
H -1.82 4.24 -1.56  0.10
C -0.98 0.98 -2.10  -0.18
H 4.31 2.44 -5.28  0.09
H 6.18 0.20 3.04  0.10
C -1.21 4.22 0.71  -0.28
Pt 0.01 -0.51 0.42  1.01
C -0.49 -1.36 -2.24  -0.15
C 3.31 -0.07 -1.14  -0.36
H 7.23 -0.29 -4.28  0.10
H 2.02 0.16 -2.86  0.05
C 2.90 -0.42 -2.56  -0.42
H -2.95 7.46 1.91  0.10
O -2.95 -0.15 0.40  0.05
C 2.37 0.62 2.66  -0.12
C -3.30 -0.81 4.42  -0.13
C -1.00 -1.49 4.42  -0.04
C -0.87 -1.24 3.01  -0.28
C 3.01 1.13 3.78  -0.07
C 6.98 -1.13 -3.64  -0.13
N -1.96 -0.49 1.01  -0.19
C 6.35 3.98 -3.07  -0.10
H -2.22 -1.49 6.16  0.14
P -0.47 2.62 0.24  0.81
C 2.20 -3.36 -0.76  -0.12
H -2.94 3.20 1.47  0.11
C 5.11 0.32 2.94  -0.07
C 7.70 -3.05 -2.38  -0.09
C -2.13 3.23 -3.41  -0.06
H 3.93 -4.92 2.29  0.11
H 0.39 5.51 0.08  0.11
H -0.94 -2.38 -4.09  0.10
H 4.84 4.46 -0.41  0.10
C -3.09 5.32 1.74  -0.07
O -5.48 -0.14 4.56  0.08
H 4.32 -0.44 -0.91  0.06
H 3.49 -2.51 2.25  0.10

Summary:
- Energy relative to the best compared isomer or geometry (same formula, charge and spin): 0.0000 eV
- Strongest force on any atom: 1.37 eV/Å
- Net charge: 0
- M: 1176.89 g mol⁻¹

# 2
Formula: C54H42BF9I2N5O8S2
Source: the OMol25 dataset
Level of theory: ωB97M-V/def2-TZVPD

Last column: Löwdin charge in e.
Atoms and positions in Å:
F 3.19 2.95 4.35  0.17
H 2.72 6.77 5.90  0.14
C 4.53 2.97 4.34  -0.54
F 5.75 0.00 1.55  0.13
H 8.18 -0.88 -0.83  0.11
C 4.78 -4.83 -6.31  0.00
C 0.85 4.76 7.38  -0.72
C -12.36 -2.06 -4.98  -0.05
H -3.14 1.23 2.91  0.10
F 6.28 2.27 2.90  0.19
C 1.74 0.13 0.15  -0.08
H 0.70 -0.47 -2.25  0.12
O -8.86 1.27 -6.25  0.11
C 7.66 -1.36 -2.85  0.00
C -3.15 1.25 4.01  -0.19
C 5.48 -0.59 2.72  -0.44
C -1.65 0.02 -0.34  -0.84
H 4.26 -5.67 -5.89  0.12
O 1.69 -1.68 5.00  0.24
H -1.88 3.01 3.79  0.05
H 1.81 -0.72 5.04  0.11
H -11.84 -2.28 -2.90  0.12
H -1.63 -0.72 2.12  0.12
H -10.77 -0.02 -7.17  0.12
H -1.75 4.92 5.64  0.09
O -10.07 -1.11 -1.60  0.11
H -4.19 1.09 4.30  0.12
F 4.20 1.97 2.23  0.13
F 4.94 4.18 3.97  0.20
H -0.73 1.07 3.47  0.08
C -10.57 -0.88 -3.90  -0.08
C -9.12 0.71 -5.21  -0.28
H 8.22 -0.54 -3.28  0.12
H 4.20 -5.26 -8.33  0.11
C 5.06 0.47 3.81  -0.35
C 5.43 -3.50 -8.21  -0.05
C 4.75 -4.59 -7.68  -0.05
C -2.30 2.84 5.89  -0.26
N 2.95 5.17 7.27  0.06
C 5.49 -4.23 -4.01  -0.28
C -1.31 4.00 6.00  -0.48
H 6.89 -2.75 0.14  0.09
H 3.08 2.47 -0.24  0.12
H 5.39 -3.31 -9.28  0.11
F 3.79 0.19 4.20  0.13
H -8.15 0.15 -0.70  0.12
C 6.22 -3.47 -1.76  0.00
H -3.17 3.03 6.52  0.12
H -0.77 -1.96 -0.20  0.08
H 5.65 -4.30 -1.35  0.12
C 7.63 -1.55 -1.48  -0.06
C 1.98 2.26 -3.42  -0.11
C 2.64 2.79 -2.32  -0.03
H -1.46 -1.54 -1.78  0.09
F 6.56 -1.26 3.12  0.16
C 6.18 -2.89 -6.02  -0.08
F 5.86 0.34 4.86  0.20
C 6.24 -3.28 -3.14  -0.08
C 2.33 5.99 6.52  -0.20
C -8.31 0.95 -3.98  -0.08
H -2.52 -1.93 -0.43  0.08
H 6.68 -1.80 -7.79  0.12
C -10.26 -0.25 -5.11  -0.08
H 3.18 3.72 -2.40  0.11
C 5.49 -3.97 -5.48  -0.08
I -3.39 0.94 -1.01  1.03
C -2.31 0.10 4.54  -0.19
H -6.21 1.67 -0.83  0.05
H -0.92 -1.95 3.11  0.13
C -0.69 0.66 0.32  -0.77
H 0.21 -3.79 4.04  0.09
H 3.81 -0.43 0.15  0.15
C 1.86 0.91 -1.09  -0.19
C 2.58 2.10 -1.13  -0.02
C -11.01 -0.52 -6.24  0.00
H -0.44 3.76 5.40  0.08
C -11.62 -1.79 -3.84  0.00
H -13.17 -2.77 -4.93  0.11
H -5.60 2.71 -3.00  0.10
O 7.61 -1.05 -5.62  0.11
N 1.97 4.35 7.83  0.06
S 4.25 -1.98 2.41  0.81
C 6.91 -2.61 -0.93  -0.07
C 6.98 -1.97 -5.15  -0.28
B 1.47 -2.21 3.79  -0.65
H -0.14 -0.09 4.69  0.10
O 4.04 -2.66 3.65  -0.21
C 6.14 -2.65 -7.39  0.00
H -1.79 1.96 6.28  0.09
N 1.59 -1.31 2.50  0.18
N 1.31 1.12 -3.41  0.10
C 0.48 -0.76 2.00  -0.10
F 4.98 2.70 5.56  0.20
C -2.71 2.66 4.42  -0.21
H -6.96 2.26 -5.01  0.12
O 0.99 5.81 6.52  0.03
C 2.87 -0.49 0.68  0.06
H -12.65 -1.63 -7.06  0.11
C -12.06 -1.42 -6.18  -0.05
C 0.53 -0.01 0.82  -0.17
C -7.88 0.61 -1.64  0.00
C -9.79 -0.59 -2.66  -0.28
C -0.79 -0.92 2.77  -0.09
I -0.74 2.69 0.80  1.03
C -1.59 -1.44 -0.70  -0.14
O 4.78 -2.65 1.28  -0.22
H -2.24 0.10 5.62  0.11
C -6.79 1.46 -1.72  -0.13
C -6.45 2.05 -2.93  -0.08
C -0.89 0.09 3.93  -0.15
H -2.81 -0.83 4.28  0.12
C 6.96 -2.22 -3.68  -0.08
C 1.25 0.46 -2.26  -0.07
C 2.77 -1.18 1.84  -0.20
N 1.07 -3.57 3.56  0.20
S -0.74 4.16 7.72  1.01
H 2.01 2.80 -4.36  0.12
O 4.89 -5.17 -3.54  0.11
C 5.05 1.93 3.30  -0.33
H -3.54 3.33 4.22  0.12
H 1.76 -4.21 3.94  0.10
C -7.21 1.80 -4.06  0.00
C -8.64 0.35 -2.77  -0.08

Summary:
- Strongest force on any atom: 0.82 eV/Å
- Energy: -5273.94381 hartree
- Net charge: +1
- M: 1388.69 g mol⁻¹